Entry 1:
Entry from the OMol25 dataset: a 2-piece molecular cluster, C3H9NO3PS overall (the ωB97M-V functional and the def2-TZVPD basis).

```
18
Properties=species:S:1:pos:R:3:mulliken_charge:R:1
C -3.1074 -0.2418 -0.6354 -1.106
C -2.0439 0.3826 0.2661 -0.323
C 0.2033 -0.0879 -0.0898 0.061
N -0.9025 -0.4865 0.3434 -0.325
O 1.4451 -2.5805 -0.0962 -0.754
O 2.6610 -0.5061 -1.0721 -0.758
O 2.2826 -0.7170 1.4407 -0.518
P 1.7279 -1.1281 -0.0783 0.727
S 3.4007 2.2667 -0.3356 -0.448
H -3.9764 0.4106 -0.7035 0.339
H -2.6992 -0.3961 -1.6317 0.292
H -3.4099 -1.2060 -0.2363 0.293
H -2.4454 0.4847 1.2811 0.262
H -1.7780 1.3875 -0.1111 0.380
H 0.3312 0.9229 -0.5185 0.192
H 1.8956 -1.3914 1.9956 0.279
H 3.0812 1.0026 -0.7487 0.283
H 3.3341 1.8837 0.9305 0.127
```

Results
**HOMO-LUMO gap**: 8.857 eV
**Electronic energy**: -31017.70662 eV
**Total charge**: -1
**LUMO level**: 3.49 eV


Entry 2:
Entry from the OMol25 dataset: a 2-piece molecular cluster, C3H9NOP overall (the ωB97M-V functional and the def2-TZVPD basis).

```
15
Properties=species:S:1:pos:R:3:mulliken_charge:R:1
C -0.1268 -1.4370 -2.2150 -0.128
C 1.0810 -0.1370 0.6374 -0.950
C 0.6767 2.6828 1.9092 -0.758
N -1.3052 -1.7996 -1.8074 -0.123
O -1.1350 0.6793 1.8621 -0.514
P 0.4091 1.0465 1.6425 0.758
H 0.0036 -0.5117 -2.7502 0.290
H 0.7274 -2.0730 -2.0537 0.307
H 2.1350 -0.0393 0.4385 0.325
H 0.7056 -1.1321 0.7990 0.352
H -0.0551 3.2518 2.4606 0.251
H 1.6808 3.0609 1.8860 0.280
H -2.1160 -1.2132 -1.9568 0.285
H -1.4458 -2.6754 -1.3179 0.297
H -1.6203 1.2916 2.4260 0.329
```

Results
**HOMO-LUMO gap**: 5.646 eV
**Electronic energy**: -16073.66057 eV
**Total charge**: +1
**LUMO level**: -5.44 eV


ΔE to the lowest compared entry with this formula, charge and spin for every record listed, in sequence, given in kcal per mole: 2.08, 51.68.